C2H4N2O2 | ωB97M-V/def2-TZVPD

Summary:
ΔE to the lowest compared entry with this formula, charge and spin = 637.87 kJ/mol
SMILES = C[C@H]1N=NOO1
HOMO = -10.429 eV
Calculated total energy = -338.41024 hartree

```
10
C2H4N2O2 ωB97M-V/def2-TZVPD
N -1.89 -1.16 -0.21
H 1.02 0.62 0.15
H 0.62 -1.03 0.05
H 0.14 0.11 1.37
O -1.85 1.24 -0.23
C -1.05 0.24 -0.55
C 0.19 -0.07 0.34
N -2.91 -0.73 0.18
H -0.96 0.01 -1.56
O -3.18 0.47 0.29
```

***

C2H4N2O2 | ωB97M-V/def2-TZVPD

Summary:
ΔE to the lowest compared entry with this formula, charge and spin = 654.67 kJ/mol
SMILES = C=NO/C=N\O
HOMO = -9.956 eV
Calculated total energy = -338.40385 hartree

```
10
C2H4N2O2 ωB97M-V/def2-TZVPD
N -0.09 1.53 0.49
H -0.64 -1.38 1.74
O -0.67 -2.16 1.03
H 1.51 2.32 -0.38
H -0.41 0.03 -1.63
N -0.62 -1.74 -0.27
C -0.55 -0.54 -0.61
C 1.03 1.27 -0.17
O -0.91 0.37 0.42
H 1.34 0.29 -0.62
```

***

C2H4N2O2S | ωB97M-V/def2-TZVPD

Summary:
ΔE to the lowest compared entry with this formula, charge and spin = 681.20 kJ/mol
HOMO (spin up / spin down) = -9.118 / -9.113 eV
Calculated total energy = -736.54546 hartree

```
11
C2H4N2O2S ωB97M-V/def2-TZVPD
O 2.73 -0.19 0.96
H 1.56 2.55 -0.56
H -2.92 -1.20 0.56
C -3.64 -1.17 -0.36
N -0.72 -1.11 0.22
C 0.32 -0.63 0.20
S 1.82 0.22 -0.12
H -4.16 -2.14 -0.55
H 1.59 2.00 1.05
O 2.04 -0.11 -1.47
N 1.37 1.78 0.07
```

***

C2H4N2O2S | ωB97M-V/def2-TZVPD

Summary:
ΔE to the lowest compared entry with this formula, charge and spin = 504.53 kJ/mol
HOMO = -8.562 eV
Calculated total energy = -736.61274 hartree

```
11
C2H4N2O2S ωB97M-V/def2-TZVPD
O 1.73 1.83 -2.22
H -0.33 0.36 -2.44
C -0.39 -0.52 0.76
S -1.29 -1.91 1.34
H 2.09 2.86 -1.52
H 1.11 -0.47 2.26
N 0.66 0.10 1.49
H 1.41 0.45 0.77
C 0.06 0.66 -1.35
O -0.87 0.11 -0.37
N 0.98 1.47 -0.95
```

***

- Which formula does entry 2 have?
  C2H4N2O2